Entry 1:
{"formula": "C43H43As2MoO3S3", "method": "the ωB97M-V functional and the def2-TZVPD basis", "multiplicity": 3, "orbital_gap_ev": [4.511, 4.720], "total_charge": 3, "lumo_energy_ev": [-10.9, -10.7], "species": ["Mo", "C", "C", "As", "C", "C", "C", "C", "C", "C", "C", "C", "C", "C", "C", "C", "As", "C", "C", "C", "C", "C", "C", "C", "C", "C", "C", "C", "C", "H", "H", "H", "H", "H", "H", "H", "H", "H", "H", "H", "H", "H", "H", "H", "H", "H", "H", "H", "H", "H", "H", "H", "H", "C", "O", "C", "C", "O", "C", "H", "H", "H", "H", "H", "H", "H", "H", "H", "H", "O", "C", "C", "C", "C", "C", "S", "C", "C", "C", "C", "S", "C", "C", "C", "C", "S", "H", "H", "H", "H", "H", "H", "H", "H", "H"], "xyz": [[0.056, 0.479, -0.484], [-3.228, -0.108, 0.688], [-2.473, -0.549, 1.945], [-0.509, -0.255, 1.843], [-0.134, 0.829, 3.431], [0.994, 0.533, 4.194], [1.272, 1.268, 5.333], [0.442, 2.314, 5.706], [-0.680, 2.613, 4.949], [-0.969, 1.875, 3.813], [0.207, -1.968, 2.452], [-0.315, -2.538, 3.613], [0.216, -3.720, 4.099], [1.262, -4.335, 3.426], [1.795, -3.760, 2.282], [1.270, -2.574, 1.793], [-2.202, -0.611, -0.933], [-2.120, -2.524, -0.600], [-0.872, -3.136, -0.530], [-0.762, -4.449, -0.101], [-1.902, -5.152, 0.258], [-3.154, -4.562, 0.141], [-3.268, -3.252, -0.291], [-3.513, -0.497, -2.388], [-4.584, 0.394, -2.345], [-5.474, 0.437, -3.407], [-5.285, -0.379, -4.513], [-4.198, -1.242, -4.577], [-3.308, -1.298, -3.517], [-3.373, 0.980, 0.678], [-4.223, -0.580, 0.655], [-2.612, -1.628, 2.110], [-2.870, -0.036, 2.834], [1.631, -0.300, 3.908], [2.126, 1.011, 5.939], [0.659, 2.879, 6.600], [-1.341, 3.410, 5.249], [-1.868, 2.092, 3.244], [-1.122, -2.044, 4.151], [-0.181, -4.153, 5.003], [1.668, -5.259, 3.806], [2.627, -4.236, 1.781], [1.692, -2.099, 0.907], [0.012, -2.559, -0.830], [0.204, -4.924, -0.024], [-1.811, -6.164, 0.620], [-4.040, -5.119, 0.401], [-4.242, -2.776, -0.386], [-4.733, 1.023, -1.470], [-6.323, 1.101, -3.368], [-5.994, -0.355, -5.324], [-4.059, -1.871, -5.446], [-2.467, -1.994, -3.537], [0.240, 0.232, -3.796], [-0.058, 1.114, -2.709], [-1.099, 2.028, -3.053], [-1.241, 3.065, -1.956], [-1.635, 2.407, -0.754], [-1.999, 3.357, 0.254], [-0.645, -0.358, -4.067], [1.059, -0.423, -3.486], [0.559, 0.814, -4.668], [-2.048, 1.470, -3.173], [-0.850, 2.525, -3.998], [-2.008, 3.792, -2.250], [-0.284, 3.592, -1.800], [-2.995, 3.759, 0.043], [-1.273, 4.172, 0.284], [-2.006, 2.846, 1.219], [1.715, 0.594, -0.278], [2.966, 1.116, -0.575], [3.369, 0.420, -1.863], [3.156, -0.922, -2.076], [3.697, -1.365, -3.298], [4.320, -0.366, -3.982], [4.260, 1.133, -3.161], [4.039, 0.806, 0.450], [5.199, 1.502, 0.666], [6.030, 0.880, 1.618], [5.507, -0.287, 2.093], [3.987, -0.655, 1.396], [2.740, 2.612, -0.647], [3.239, 3.612, -1.422], [2.740, 4.887, -1.054], [1.882, 4.847, -0.008], [1.661, 3.246, 0.584], [2.672, -1.575, -1.362], [3.643, -2.377, -3.650], [4.814, -0.424, -4.932], [5.459, 2.418, 0.163], [6.977, 1.281, 1.938], [5.929, -0.951, 2.821], [3.941, 3.485, -2.224], [3.017, 5.794, -1.559], [1.397, 5.662, 0.488]], "atomic_forces_ev_per_a": [[-3.614, 3.049, -1.750], [0.069, 0.415, 0.097], [-0.235, -0.114, -0.101], [-1.182, -1.181, 2.887], [0.285, 0.341, -0.326], [0.113, -0.421, -0.469], [-0.055, -0.016, 0.009], [0.020, -0.056, 0.023], [-0.118, 0.016, -0.029], [-0.250, -0.055, -0.411], [0.338, -0.024, -0.412], [-0.373, 0.530, -0.069], [-0.034, 0.079, -0.143], [0.042, 0.019, -0.017], [0.092, -0.025, -0.026], [-0.123, 0.319, -0.137], [-2.738, -2.163, -0.163], [0.386, 0.120, -0.044], [0.034, 0.423, -0.202], [-0.004, -0.102, 0.017], [0.178, 0.083, -0.089], [-0.113, 0.130, 0.007], [-0.128, 0.405, -0.053], [0.521, 0.309, -0.254], [0.289, -0.017, 0.426], [-0.006, -0.029, 0.021], [0.048, -0.031, 0.039], [-0.055, 0.056, 0.077], [0.381, -0.178, 0.378], [-0.024, -0.256, -0.045], [0.386, 0.115, -0.199], [0.256, 0.300, -0.098], [0.289, -0.068, -0.246], [0.039, 0.150, 0.092], [0.121, -0.014, 0.040], [0.004, 0.064, 0.044], [-0.067, 0.073, 0.034], [0.041, 0.070, 0.108], [0.101, -0.122, -0.021], [-0.062, -0.052, 0.087], [0.071, -0.077, 0.016], [0.027, 0.010, -0.056], [-0.025, -0.272, 0.162], [-0.099, -0.300, 0.142], [0.092, -0.016, -0.047], [-0.031, -0.103, -0.006], [-0.096, -0.063, -0.007], [0.048, -0.190, 0.056], [-0.078, -0.018, -0.170], [-0.092, 0.071, 0.022], [-0.067, 0.049, -0.111], [0.037, -0.036, 0.033], [-0.214, 0.081, -0.073], [0.292, -0.768, -0.683], [0.216, -0.159, 1.306], [-0.985, 0.660, 0.096], [0.429, 0.071, -0.954], [0.796, -1.272, 0.148], [-0.093, 0.259, 0.586], [0.129, 0.157, 0.134], [-0.136, 0.153, -0.044], [-0.030, 0.003, 0.243], [0.393, 0.207, -0.073], [0.044, -0.112, 0.169], [0.078, -0.115, 0.082], [-0.244, -0.075, 0.054], [0.134, -0.108, -0.078], [-0.027, -0.083, 0.023], [0.008, 0.073, -0.151], [2.278, -1.137, 1.054], [3.531, 1.194, -1.310], [-0.187, -0.130, -0.424], [0.021, 0.559, 0.198], [0.162, 0.051, -0.312], [-0.084, 0.049, 0.128], [-0.366, -0.490, 0.286], [-0.344, -0.437, 0.700], [-0.775, -0.037, -0.233], [0.008, -0.599, 0.301], [0.119, 0.297, -0.124], [0.255, 0.660, -0.230], [-0.495, 0.074, 0.267], [-0.107, -0.515, 0.136], [-0.207, 0.206, 0.217], [-0.042, -0.209, -0.019], [0.400, 0.125, -0.353], [0.018, -0.057, 0.039], [0.017, -0.220, -0.099], [0.144, -0.030, -0.192], [-0.044, 0.160, -0.059], [0.108, 0.003, 0.029], [0.092, -0.134, 0.174], [0.129, -0.055, -0.120], [0.090, 0.225, -0.050], [-0.150, 0.275, 0.095]]}



Entry 2:
{"formula": "C32H86N8O16", "method": "the ωB97M-V functional and the def2-TZVPD basis", "multiplicity": 1, "orbital_gap_ev": 8.579, "smiles": "COCCNCCOC.COCCNCCOC.COCCNCCOC.COCCNCCOC.NC(N)=O.NC(N)=O.OCCO.OCCO.OCCO", "lumo_energy_ev": 0.6, "species": ["C", "O", "C", "C", "N", "C", "C", "O", "C", "H", "H", "H", "H", "H", "H", "H", "H", "H", "H", "H", "H", "H", "H", "H", "C", "O", "C", "C", "N", "C", "C", "O", "C", "H", "H", "H", "H", "H", "H", "H", "H", "H", "H", "H", "H", "H", "H", "H", "C", "O", "C", "C", "N", "C", "C", "O", "C", "H", "H", "H", "H", "H", "H", "H", "H", "H", "H", "H", "H", "H", "H", "H", "C", "O", "C", "C", "N", "C", "C", "O", "C", "H", "H", "H", "H", "H", "H", "H", "H", "H", "H", "H", "H", "H", "H", "H", "N", "C", "N", "O", "H", "H", "H", "H", "N", "C", "N", "O", "H", "H", "H", "H", "O", "C", "C", "O", "H", "H", "H", "H", "H", "H", "O", "C", "C", "O", "H", "H", "H", "H", "H", "H", "O", "C", "C", "O", "H", "H", "H", "H", "H", "H"], "xyz": [[-0.239, -5.907, 0.453], [-0.254, -4.556, 0.163], [-1.560, -3.924, 0.282], [-2.331, -4.037, -1.003], [-1.788, -3.125, -1.965], [-2.269, -3.278, -3.365], [-1.593, -2.292, -4.351], [-0.282, -2.256, -4.125], [0.315, -1.173, -4.922], [0.827, -6.245, 0.566], [-0.755, -6.541, -0.298], [-0.805, -6.129, 1.367], [-1.457, -2.892, 0.529], [-2.056, -4.400, 1.137], [-3.342, -3.756, -0.776], [-2.396, -5.085, -1.275], [-0.782, -3.183, -2.035], [-3.314, -3.175, -3.492], [-2.053, -4.293, -3.779], [-2.044, -1.341, -4.091], [-1.919, -2.658, -5.296], [0.462, -1.451, -5.950], [1.281, -0.910, -4.489], [-0.327, -0.333, -4.842], [1.987, 4.639, 1.170], [2.555, 3.485, 1.700], [3.485, 3.642, 2.727], [3.810, 2.286, 3.255], [2.804, 1.761, 4.099], [3.184, 0.513, 4.749], [2.932, -0.726, 3.872], [1.527, -0.894, 3.691], [1.184, -1.979, 2.875], [1.587, 5.301, 1.982], [1.146, 4.221, 0.616], [2.697, 5.111, 0.495], [3.120, 4.270, 3.572], [4.350, 4.187, 2.348], [4.738, 2.250, 3.828], [4.065, 1.613, 2.407], [1.844, 1.766, 3.754], [2.537, 0.486, 5.637], [4.233, 0.424, 4.891], [3.253, -1.685, 4.328], [3.381, -0.629, 2.864], [1.442, -2.939, 3.335], [1.733, -1.958, 1.929], [0.120, -1.981, 2.690], [1.446, 2.829, -2.310], [2.180, 1.715, -2.945], [2.616, 2.113, -4.180], [3.687, 1.206, -4.654], [4.853, 1.242, -3.834], [5.851, 0.267, -4.349], [7.165, 0.271, -3.534], [6.825, -0.154, -2.243], [7.885, 0.117, -1.392], [1.343, 2.479, -1.290], [0.499, 2.928, -2.845], [2.025, 3.730, -2.396], [2.889, 3.173, -4.263], [1.828, 1.955, -4.947], [3.939, 1.360, -5.704], [3.268, 0.182, -4.697], [4.682, 1.116, -2.858], [6.088, 0.379, -5.394], [5.477, -0.777, -4.340], [7.419, 1.335, -3.522], [7.931, -0.327, -4.098], [7.591, -0.097, -0.333], [8.139, 1.157, -1.502], [8.819, -0.440, -1.667], [-7.510, -1.744, 1.058], [-6.271, -1.097, 0.919], [-6.229, 0.206, 1.531], [-4.834, 0.612, 1.645], [-4.213, -0.023, 2.837], [-2.763, 0.054, 2.880], [-2.168, -0.596, 4.092], [-2.112, -1.990, 3.880], [-1.576, -2.640, 4.992], [-8.337, -1.059, 0.976], [-7.539, -2.260, 2.045], [-7.519, -2.537, 0.292], [-6.801, 0.194, 2.450], [-6.750, 0.891, 0.897], [-4.587, 1.681, 1.767], [-4.312, 0.292, 0.698], [-4.493, -1.022, 2.825], [-2.490, 1.104, 2.804], [-2.252, -0.338, 1.973], [-2.760, -0.366, 4.982], [-1.137, -0.150, 4.111], [-1.335, -3.661, 4.673], [-2.258, -2.655, 5.856], [-0.681, -2.120, 5.284], [-3.062, 2.859, -1.209], [-3.347, 3.484, -2.434], [-4.702, 3.731, -2.684], [-2.500, 3.786, -3.276], [-3.839, 2.433, -0.750], [-2.099, 2.611, -1.012], [-4.861, 3.980, -3.633], [-5.326, 3.001, -2.307], [1.237, 0.908, 0.590], [-0.076, 0.744, 0.379], [-0.540, -0.057, -0.541], [-0.814, 1.280, 1.180], [1.981, 0.549, -0.021], [1.478, 1.598, 1.303], [-1.532, 0.041, -0.687], [0.137, -0.366, -1.256], [3.541, -0.163, -1.452], [3.737, -1.558, -1.882], [2.934, -2.517, -0.905], [1.673, -1.945, -0.745], [2.793, 0.211, -1.963], [3.280, -1.768, -2.840], [4.821, -1.698, -1.889], [3.464, -2.462, 0.025], [2.911, -3.592, -1.182], [1.229, -2.409, -0.033], [-6.234, -0.583, -1.924], [-5.225, -1.083, -2.766], [-3.929, -0.300, -2.658], [-3.086, -0.680, -1.590], [-5.928, -0.609, -0.996], [-4.968, -2.100, -2.481], [-5.588, -1.214, -3.777], [-4.193, 0.760, -2.589], [-3.438, -0.383, -3.657], [-2.648, -1.563, -1.654], [-0.089, 2.369, 3.596], [-0.817, 3.508, 3.871], [-0.341, 3.877, 5.265], [-1.082, 4.969, 5.819], [-0.365, 1.997, 2.708], [-0.653, 4.378, 3.157], [-1.896, 3.231, 3.796], [0.727, 3.984, 5.172], [-0.553, 2.963, 5.786], [-0.761, 5.041, 6.716]], "atomic_forces_ev_per_a": [[0.104, -1.483, 0.161], [-0.265, 1.739, -0.170], [0.596, -1.601, 0.320], [-0.137, -0.269, 0.766], [-0.469, 0.517, -1.957], [1.984, -1.237, -0.364], [-3.224, -0.714, 2.446], [3.603, 1.055, -0.964], [0.471, -1.300, 1.433], [-1.066, 0.340, -0.146], [0.451, 0.344, -0.104], [0.306, 0.126, 0.309], [0.586, 0.868, 0.192], [-0.259, 0.018, -0.238], [-0.762, 0.320, 0.035], [0.259, -0.419, -0.575], [0.308, 0.000, 0.346], [-1.303, 0.333, 0.368], [0.017, 0.270, 0.566], [-0.014, 0.523, -0.581], [-0.026, 0.094, -1.377], [-0.130, -0.326, -0.506], [-0.100, -0.216, 0.086], [-0.615, 0.969, -0.064], [-0.820, -0.224, 0.526], [-0.218, -0.949, 0.345], [0.311, 0.989, 0.669], [1.037, -0.907, -0.741], [-0.085, -0.294, 0.900], [-2.135, -0.510, -1.304], [-1.176, -0.772, -0.166], [-0.340, 0.542, 0.057], [0.567, -0.309, -0.020], [0.473, -0.224, -0.745], [-0.166, 0.593, -0.285], [-0.023, 0.562, -0.013], [-0.290, -0.293, -0.442], [0.458, -0.150, -0.152], [0.137, 0.623, 0.136], [-0.232, 0.255, -0.227], [0.290, 0.018, 0.031], [0.710, -0.602, 0.144], [0.981, 0.673, 0.921], [0.543, 0.534, 0.022], [0.172, 0.077, 0.387], [0.045, -0.094, 0.255], [-0.001, 0.230, -0.194], [-0.324, 0.222, -0.021], [0.163, -2.065, -0.587], [-0.750, 1.400, 1.638], [-0.543, -0.071, -2.699], [0.197, -1.102, 0.061], [2.219, -0.262, -1.723], [0.020, -0.787, 1.353], [-1.854, 0.548, -1.713], [0.227, -0.618, -0.419], [0.889, -0.516, 1.259], [-0.319, 0.455, 0.178], [-0.117, 0.192, 0.288], [0.294, 0.428, 0.136], [0.214, -0.105, 0.444], [-0.256, 0.381, 0.314], [0.127, 0.592, 0.011], [-0.206, -0.128, 0.221], [-0.257, -0.425, 0.524], [-0.010, 0.865, -0.487], [-0.241, 0.137, 0.319], [0.659, 0.000, 0.184], [-0.377, 0.259, 0.919], [0.261, 0.094, -0.988], [0.213, 0.731, 0.332], [-0.710, 0.057, 0.276], [0.680, -1.338, 0.539], [0.537, 0.657, 0.055], [-1.288, -0.522, -0.490], [3.132, -0.289, 0.723], [-0.795, -1.217, -0.499], [-0.401, 0.211, -1.023], [0.830, 0.907, -0.794], [-0.483, 0.013, -0.278], [-0.081, -0.528, 0.001], [-0.464, 0.189, -0.249], [-0.218, 0.380, -0.402], [-0.345, 0.467, 0.175], [0.221, -0.091, 0.637], [-0.568, 0.606, -0.761], [-0.802, -0.120, -0.211], [-0.302, 0.172, 0.514], [0.309, 0.809, 0.049], [-0.009, 0.183, 0.480], [-0.385, -0.266, 0.361], [0.180, 0.099, 0.154], [-0.537, -0.572, 0.682], [-0.044, 0.128, 0.278], [-0.024, -0.048, -0.204], [0.723, 0.066, 0.353], [-0.251, 1.264, -1.877], [0.803, -0.556, -0.427], [0.195, -1.198, 1.637], [-0.455, -0.100, 1.237], [0.168, -0.278, 0.595], [-0.511, -0.111, 0.041], [-0.134, 0.041, -0.602], [0.271, 0.845, -0.451], [2.005, -0.037, -0.673], [1.876, 0.260, 1.762], [0.734, -1.117, -2.234], [-2.323, 1.763, 1.236], [-0.558, 0.080, 0.552], [0.087, -0.312, -0.442], [-0.178, -0.415, -0.642], [-1.113, -0.060, 0.431], [-0.300, -1.388, -0.675], [-1.261, 0.174, 1.356], [1.752, 0.756, -0.396], [-0.735, -0.040, -0.419], [0.551, -0.086, 0.152], [0.210, 0.476, -0.667], [-0.318, -0.336, -0.003], [0.389, -0.089, 0.906], [-0.024, 0.625, -0.419], [-0.333, -0.109, 0.074], [-0.268, 0.285, 0.161], [0.573, -0.550, 1.015], [0.084, -0.077, -1.636], [-0.535, 0.726, 0.353], [-0.172, -0.308, -0.337], [0.012, -0.536, 0.294], [-0.276, 0.690, -0.284], [0.256, -0.101, 0.417], [-0.027, 0.055, 0.717], [-0.073, -0.004, -0.562], [0.578, -1.244, -1.675], [-1.027, 1.379, -0.534], [-1.570, -0.276, -0.788], [0.708, -0.363, -0.471], [0.272, 0.250, 0.698], [0.017, -0.913, 0.498], [0.382, 0.631, 0.470], [0.538, 0.550, 0.344], [0.129, -0.431, 0.901], [-0.081, 0.284, 0.367]]}



Entry 3:
{"formula": "C2H3ClF2", "method": "the ωB97M-V functional and the def2-TZVPD basis", "multiplicity": 1, "orbital_gap_ev": [9.110, 8.969], "lumo_energy_ev": [0.3, 0.0], "species": ["C", "C", "F", "F", "Cl", "H", "H", "H"], "xyz": [[-1.316, -0.337, 0.317], [1.243, 0.208, -0.342], [1.845, 0.916, 0.652], [1.828, -0.998, -0.258], [-1.997, 1.129, -0.302], [-1.278, -1.261, -0.254], [-1.475, -0.401, 1.445], [1.151, 0.744, -1.259]], "atomic_forces_ev_per_a": [[0.630, 0.564, 1.774], [0.282, -0.926, 3.419], [-0.848, 0.221, -0.948], [-0.512, 0.333, -1.191], [0.010, -0.629, -0.195], [-0.268, 0.476, -0.206], [0.533, -0.044, -1.795], [0.172, 0.005, -0.858]]}



Entry 4:
{"formula": "C3H10N2", "method": "the ωB97M-V functional and the def2-TZVPD basis", "multiplicity": 1, "orbital_gap_ev": 10.201, "smiles": "[H]/N=C\\N.CC", "lumo_energy_ev": 1.0, "species": ["H", "N", "C", "N", "H", "H", "H", "C", "C", "H", "H", "H", "H", "H", "H"], "xyz": [[1.340, -5.466, -2.311], [1.129, -6.023, -1.524], [1.617, -5.441, -0.490], [2.637, -4.493, -0.629], [1.598, -5.768, 0.565], [3.506, -4.552, -0.086], [2.902, -4.069, -1.558], [-1.774, 5.013, 1.298], [-2.048, 3.928, 0.163], [-1.979, 4.617, 2.336], [-2.198, 6.030, 1.156], [-0.670, 5.211, 1.343], [-3.047, 3.939, -0.140], [-1.283, 4.168, -0.695], [-1.731, 2.905, 0.574]], "atomic_forces_ev_per_a": [[0.644, 0.418, -1.428], [-1.837, -0.067, 2.856], [2.764, -0.790, -1.575], [1.307, 1.942, -0.619], [-0.747, -0.221, -0.699], [-1.130, -0.158, 0.171], [-1.001, -1.125, 1.294], [1.215, -0.597, 0.438], [4.045, 0.505, 1.007], [-0.301, 0.530, -1.173], [-0.226, -0.897, -0.041], [-0.800, -0.262, -0.160], [-1.405, -0.160, -0.693], [-1.852, -0.539, 1.295], [-0.677, 1.420, -0.674]]}



How do the records compare in E_tot? In the order shown, they have -7623.3066, -2912.5401, -737.7845, -229.7580 a.u..
How do the records compare in maximum force? In the order shown, they have 5.042, 4.109, 3.554, 4.199 eV Å⁻¹.
How do the records compare in molar mass? In the order shown, they have 949.799, 839.080, 100.495, 74.127 g/mol.